C5H7IN2S | wB97M-V/def2-TZVPD

The geometry in XYZ format:
```
16
Properties=species:S:1:pos:R:3:forces:R:3
C 0.49167 2.29948 0.40431 0.5 -0.8 -2.8
H -0.84629 -2.81394 -0.94511 1.3 -1.6 -1.4
H -2.60207 -2.64280 -0.38209 1.4 -0.2 -0.1
C -1.50796 -2.35562 -0.31146 -2.8 1.2 3.1
I 0.94211 -1.80951 2.29187 0.1 1.5 0.0
S -1.52048 -0.65272 -0.80194 0.9 0.8 -0.4
H 0.65171 3.31824 0.54972 -0.4 1.8 0.9
H 0.97099 1.69224 2.45797 0.1 0.6 0.5
N 0.49518 2.01876 -0.85367 -0.8 2.9 2.1
C 0.68588 0.77124 -1.38915 -1.3 -1.5 -2.3
C 0.59230 0.10188 1.25188 0.1 -2.6 1.3
H -1.18973 -2.42272 0.78087 -0.4 -0.1 -1.6
H 1.75029 0.62106 -1.24085 0.5 -0.4 -0.7
C 0.65757 1.38350 1.48042 0.4 -0.7 1.1
H 0.34592 0.91009 -2.49948 1.0 -0.9 1.6
N 0.08290 -0.41918 -0.79329 -0.6 -0.1 -1.4
```
Positions in Å, forces in eV/Å.

Expectation value of S²: 2.0189
2S+1: 3
Net charge: 0
Calculated total energy in hartree: -999.86831


C22H22NO3Sn | wB97M-V/def2-TZVPD

The geometry in XYZ format:
```
49
Properties=species:S:1:pos:R:3:forces:R:3
H 1.31966 1.87680 2.46293 -0.2 -0.2 -0.4
C 0.10857 -0.22489 -6.28460 0.2 0.6 -1.0
H -2.10944 -0.06224 -4.61841 0.2 -0.2 0.2
H 0.93465 -1.91519 -7.35666 0.0 0.3 -0.1
C 0.61815 -2.23307 -0.90760 -0.5 -1.0 0.3
H 0.37459 2.47379 -1.78562 0.0 -0.2 0.6
H 2.39167 2.00655 -0.02892 -0.5 -0.3 0.0
O -0.14745 -0.23960 -3.72903 -0.4 -0.7 -1.2
H 0.82020 -2.23274 2.44898 -0.1 0.2 -0.3
C 0.33902 1.14380 -8.75749 0.0 -0.4 0.5
H -1.90164 2.82896 -0.33791 0.4 -0.4 0.0
H -1.13768 -1.13682 5.94012 0.1 0.3 0.0
C 1.32512 2.04732 0.20131 -0.5 0.3 -0.1
H 0.42593 1.66779 -9.71360 -0.1 -0.2 0.4
C 1.40121 -2.10422 0.26904 -0.9 -0.6 0.4
H -3.37319 0.54027 5.04156 -0.1 -0.3 -0.1
C 0.27415 2.33540 -0.70367 0.1 0.5 0.1
C -1.38675 -0.78588 -4.23607 1.5 -0.2 -0.7
H 1.11574 -0.72779 -9.53361 -0.1 0.2 0.4
C -2.55820 -0.29480 3.23573 0.0 0.0 0.5
C -0.93660 2.47169 0.02709 0.3 -0.1 -0.8
H -0.73129 1.64370 -5.54734 0.2 -0.2 -0.2
C -0.64710 2.22585 1.41456 -0.5 -0.5 -0.3
H 0.99899 -2.23631 -1.92632 -0.2 0.2 0.3
C 0.64192 -0.86672 -7.43388 -0.4 0.2 0.8
C -0.43376 -0.17358 4.14782 0.5 0.1 0.5
C 0.77635 1.93343 1.51817 0.7 -0.4 -0.5
C 0.52566 -2.15935 1.40383 1.8 0.4 -0.7
C -0.73703 -2.44727 -0.53899 1.2 0.3 -1.1
H -1.77859 -1.64886 -3.69873 0.0 0.2 0.0
C -0.29802 1.12107 -6.40409 0.1 -0.4 -0.2
O -3.40698 -0.33224 2.35851 0.7 0.1 0.1
C -0.82760 -2.39094 0.89566 -0.5 1.0 -0.6
Sn -0.47996 -0.05177 0.85853 -1.1 0.3 4.0
C -1.37751 -0.24864 5.34207 0.4 0.0 0.3
H -1.31665 2.41492 2.25547 0.2 -0.2 -0.4
C 0.73791 -0.19904 -8.65275 -0.1 0.4 0.0
H -3.28568 -1.24926 5.02223 -0.1 0.3 -0.1
H -0.48323 2.83920 -7.70376 0.1 -0.4 0.1
C -0.10686 -0.97998 -5.02645 -1.3 0.3 1.5
O 0.79064 -0.08111 4.18341 -1.3 -0.1 -0.4
H -1.68421 -2.67504 1.50444 0.1 0.3 -0.2
C -2.76864 -0.32378 4.74270 -0.5 0.0 0.0
H 0.37135 -1.96476 -4.94194 -0.1 0.5 0.0
C -0.17131 1.79285 -7.62200 0.1 -0.1 -0.3
H -1.56536 -2.69276 -1.20019 0.2 0.3 0.2
N -1.20284 -0.21940 3.00719 0.4 0.1 -1.5
H 2.48612 -2.06700 0.33164 -0.3 0.3 0.0
H -1.25095 0.65093 5.95793 0.2 -0.3 0.0
```
Positions in Å, forces in eV/Å.

Net charge: +1
Calculated total energy in hartree: -1345.87891


C5H12NO | wB97M-V/def2-TZVPD

The geometry in XYZ format:
```
19
Properties=species:S:1:pos:R:3:forces:R:3
H -0.00187 -0.35656 -1.49466 -0.4 0.7 -0.6
C -1.88963 0.12065 1.37628 0.7 -1.2 -0.2
H -2.11288 -1.08232 -1.84868 0.1 0.4 -0.1
C -0.15122 0.12196 -0.52838 -0.3 -1.8 1.3
H -1.01426 -1.56548 0.40667 -0.1 -0.3 -0.1
H -2.84964 0.36405 -1.11089 -0.5 -0.2 -0.1
H -2.60268 -0.56933 1.83612 -0.4 0.4 0.1
H -1.05822 0.17824 2.08416 -0.1 0.5 0.0
O 3.07889 0.99421 0.42187 -0.3 -0.2 -0.1
C -2.51978 -0.65793 -0.92212 1.4 -0.6 -0.3
H -3.27381 -1.38986 -0.67560 -0.8 0.3 0.5
C 2.35668 0.29150 -0.47673 0.5 0.6 2.5
H -2.32106 1.09233 1.13628 0.0 0.0 0.2
C -1.38082 -0.58744 0.11045 -0.1 0.7 -0.4
H 1.11148 0.14668 1.08587 0.1 0.0 0.0
H 2.89824 -0.64158 -0.70695 0.0 0.1 -1.3
H 2.02582 1.00904 -1.25341 -0.1 -0.8 -0.9
N 1.06831 -0.29930 0.17073 -0.3 1.2 -0.1
H -0.44848 1.18427 -0.53623 0.7 0.2 -0.5
```
Positions in Å, forces in eV/Å.

Net charge: -1
Calculated total energy in hartree: -327.66509
Structure (SMILES): CC(C)CNC[O-]


C22H20F | wB97M-V/def2-TZVPD

The geometry in XYZ format:
```
43
Properties=species:S:1:pos:R:3:forces:R:3
C -0.94559 2.51101 -0.40395 -0.1 -0.5 0.3
C 1.73783 -1.44729 2.70881 -0.1 0.0 0.0
C 0.91302 1.21948 2.66560 -0.4 -0.2 -0.1
C -5.96103 -1.61626 -1.37688 0.2 0.4 0.1
H -4.48159 -0.95329 2.46839 0.1 0.3 0.0
C 0.73624 0.41523 -1.17547 -0.4 -0.3 0.0
H -5.44539 1.54092 -0.19664 0.1 -0.4 0.0
C 0.40550 2.76112 -0.59307 -0.2 0.0 -0.1
H -3.27868 1.89646 0.34238 0.2 -0.7 0.3
C -2.47594 -0.25576 2.16286 0.1 -0.4 1.0
C 0.37451 -1.15003 2.66296 0.1 0.4 -0.1
H -2.24457 -1.27923 1.85826 0.1 0.3 -0.2
H 3.00370 1.72199 2.66677 -0.2 -0.3 0.0
H -1.60285 3.33186 -0.11127 0.2 -0.2 0.0
H 2.06101 -2.49016 2.74875 -0.1 0.4 0.0
H 0.83542 3.75066 -0.43580 -0.1 -0.3 -0.1
C -1.49540 1.19761 -0.54656 0.9 0.0 0.7
C -3.58431 -1.10552 -1.34584 -0.4 0.0 0.3
H -4.33252 0.73057 1.91831 -0.5 -0.1 0.3
H 1.39903 -0.39156 -1.48686 -0.1 0.3 0.2
H 0.57245 2.25777 2.64542 0.2 -0.3 0.1
C -2.84925 0.97623 -0.08914 0.1 1.3 -2.4
C -3.84446 0.14620 -0.72083 -0.6 -0.5 0.6
C 2.26704 0.91537 2.67542 0.2 -0.1 0.1
H -0.97965 -0.85880 -0.98449 0.4 0.3 0.0
C 2.69123 -0.42099 2.71879 -0.3 0.1 -0.1
H -2.56538 -1.38818 -1.59299 -0.4 -0.1 0.1
C -0.06335 0.19615 2.64563 0.8 -0.1 -0.3
H -4.39520 -2.98390 -1.98934 -0.2 0.4 0.0
H -7.28746 -0.02680 -0.73619 0.4 -0.1 -0.1
C -6.24945 -0.33172 -0.89008 0.0 0.0 -0.2
C 1.22171 1.69880 -0.96538 1.1 0.0 -0.1
H -0.37434 -1.94414 2.65457 0.3 0.1 0.1
C -1.47174 0.54733 2.59024 -0.2 0.1 -0.6
C -4.63212 -1.98800 -1.60673 0.5 0.1 -0.2
H -1.72215 1.58288 2.83677 0.0 -0.2 0.3
H -6.76757 -2.31542 -1.60066 0.2 0.2 0.1
C -3.90341 -0.02700 2.57657 -0.4 0.2 -0.1
H 3.75919 -0.65616 2.75421 -0.4 0.1 0.0
C -0.61090 0.16151 -0.93315 0.1 0.3 0.0
H -4.01515 0.32326 3.61755 0.2 -0.2 -0.5
C -5.21667 0.54078 -0.58061 0.4 -0.3 0.4
F 2.56924 1.90959 -1.10117 -1.6 -0.2 0.1
```
Positions in Å, forces in eV/Å.

Net charge: +1
Calculated total energy in hartree: -949.88240


C4H21NO9 | wB97M-V/def2-TZVPD

The geometry in XYZ format:
```
35
Properties=species:S:1:pos:R:3:forces:R:3
H -2.49174 -0.88102 1.74310 -0.4 -0.2 0.5
H -1.93496 -3.69262 -1.31002 0.2 0.8 -0.2
O 0.03711 4.01961 0.82010 0.4 0.1 0.8
H -3.79120 0.85382 -1.35111 0.4 0.1 0.6
H 4.63091 -2.12395 -0.61170 0.6 0.3 0.0
H -3.19660 -0.82316 3.11249 0.0 0.0 0.1
C 1.94875 1.52782 -0.23073 0.1 -2.0 0.1
O -0.14081 -0.63277 -0.47311 -0.4 -1.3 0.5
H 0.41035 2.47538 -1.34732 -0.4 -0.2 -0.3
O -1.78909 -2.94852 -1.94039 0.6 -0.7 0.8
H 3.26842 -2.46978 -1.08980 -0.7 -0.1 -0.7
N 2.72248 0.64905 -1.12693 0.6 0.0 -0.3
O -0.23562 0.37538 -2.53126 -0.1 -1.4 0.2
H 3.19742 0.63289 1.29673 -0.1 -0.5 0.1
H 2.41887 2.49973 -0.26374 0.1 0.4 0.2
O -2.57100 -3.78641 0.49715 0.6 -0.2 0.4
H -0.56344 -1.44447 -0.81915 0.0 0.2 -0.6
H -3.48971 1.23240 0.18698 0.1 -0.2 -0.7
H -0.18577 1.86833 0.18013 0.0 -0.1 0.0
H -1.98671 -3.35880 1.14740 -0.5 -0.2 -0.2
H 2.53832 -0.34020 -1.01181 -0.2 0.1 0.4
C 0.45677 1.63513 -0.66465 0.9 -0.5 0.4
C 2.13828 0.83389 1.16854 -1.0 1.7 -1.3
H 2.25129 2.27614 2.53109 0.4 -0.1 -0.1
O 3.85819 -2.62008 -0.36535 0.0 -0.3 0.6
O 1.60808 1.64409 2.20972 -0.4 0.2 0.4
H 1.45355 -0.00610 1.10991 0.6 -0.6 0.4
H 0.63773 3.62707 1.49197 -0.7 0.2 -0.6
C 0.01081 0.34313 -1.35200 -0.2 3.1 -0.5
O -3.06678 -1.38855 2.34726 0.5 0.2 -0.6
H -2.52073 -3.03505 -2.53510 -0.5 0.2 -0.7
O -4.15115 1.18399 -0.51534 -0.5 0.1 0.1
H 2.63796 0.81378 -2.12035 -0.2 0.5 0.0
H -0.73429 4.32567 1.31146 0.2 0.0 0.0
H -3.37567 -3.26583 0.50583 -0.2 0.2 0.2
```
Positions in Å, forces in eV/Å.

Net charge: 0
Calculated total energy in hartree: -896.90966
Structure (SMILES): N[C@H](CO)CC(=O)O.O.O.O.O.O.O


CH3FOYb | wB97M-V/def2-TZVPD

The geometry in XYZ format:
```
7
Properties=species:S:1:pos:R:3:forces:R:3
F -2.64547 1.85053 1.55486 -0.3 0.0 0.3
H 1.26925 -1.21817 -1.19997 -0.2 0.3 0.1
H 0.06191 -1.53096 0.03523 0.3 0.3 0.2
H 1.61880 -0.68802 0.43845 -0.4 -0.1 0.0
C 0.79831 -0.77456 -0.30022 0.2 0.0 -0.3
Yb -1.31249 1.89189 0.03258 1.0 -0.6 -0.7
O 0.20968 0.46929 -0.56093 -0.7 0.2 0.5
```
Positions in Å, forces in eV/Å.

Net charge: 0
Calculated total energy in hartree: -1373.70975